No. 1
A molecular structure, C30H26Cl5FN9OSiTc in a non-equilibrium geometry. Source: the OMol25 dataset; level of theory: ωB97M-V with the def2-TZVPD basis set.

Structure (XYZ):
```
74
Properties=species:S:1:pos:R:3:forces:R:3
Tc 0.16312 -0.25883 -0.12155 0.392 -1.317 -0.262
C 1.56545 -1.96459 4.45866 0.001 0.051 -0.010
Si 0.82421 -1.93247 2.71257 -0.102 0.035 0.069
C 1.24674 -3.68572 2.16505 -0.003 0.110 -0.149
C -1.02535 -1.90118 3.06817 0.001 -0.075 -0.071
N 1.33548 -0.65181 1.62309 -0.146 0.017 -0.008
C 2.08038 0.43355 2.04323 0.106 0.044 0.035
C 2.89913 0.50316 3.19339 0.118 -0.073 -0.058
C 3.61137 1.63257 3.55852 -0.012 0.042 0.001
C 3.57260 2.79496 2.80189 0.003 -0.031 -0.003
C 2.78813 2.78489 1.65947 0.037 -0.001 0.000
C 2.09716 1.64452 1.33625 0.017 -0.004 0.016
F 1.31807 1.72712 0.19735 -0.114 0.103 0.085
H 1.14694 -2.85766 4.93100 -0.050 0.004 0.020
H 1.29397 -1.10727 5.07629 0.035 0.057 -0.033
H 2.65163 -2.07492 4.46705 -0.044 -0.124 0.068
H 1.09529 -4.33056 3.03512 -0.011 -0.002 -0.002
H 2.28741 -3.77843 1.85624 0.070 0.006 -0.035
H 0.61711 -4.06583 1.36499 -0.018 -0.022 -0.132
H -1.32225 -2.84684 3.53119 0.035 -0.024 0.017
H -1.61198 -1.76867 2.15927 -0.050 0.000 0.018
H -1.27575 -1.09475 3.75868 0.010 -0.059 0.029
H 2.98763 -0.36652 3.81679 0.049 0.064 -0.056
H 4.20690 1.59744 4.46289 0.020 -0.013 -0.007
H 4.13231 3.67566 3.08401 -0.008 0.009 0.010
H 2.69620 3.64601 1.01031 -0.005 0.005 -0.008
Cl 1.08782 2.03708 -2.62645 0.385 0.064 -0.094
C 2.06953 0.58567 -2.55705 -0.061 0.036 -0.050
C 1.72024 -0.47865 -1.71286 -0.107 0.045 0.047
C 2.54507 -1.59917 -1.89356 -0.008 0.013 0.060
Cl 2.17909 -3.07845 -1.07268 -0.110 -0.044 0.273
C 3.66562 -1.63393 -2.72309 0.007 0.009 -0.034
Cl 4.65842 -3.04394 -2.83493 0.009 0.003 -0.007
C 3.99308 -0.52040 -3.48493 -0.021 -0.018 0.019
Cl 5.38454 -0.52942 -4.50406 -0.004 0.002 -0.015
C 3.16515 0.59062 -3.42166 0.065 0.007 -0.042
Cl 3.52208 1.94898 -4.43177 0.000 0.007 0.023
C -1.59054 2.80859 -1.10209 -0.066 -0.004 0.040
C -1.72460 1.58590 -1.93529 -0.168 -0.104 0.047
N -1.18878 0.40450 -1.70460 -0.129 0.105 -0.011
C -1.46545 -0.38282 -2.80317 -0.109 -0.026 0.073
C -2.19296 0.32402 -3.69806 0.098 0.057 -0.034
N -2.35062 1.57797 -3.14221 -0.052 -0.057 0.012
C -3.10629 2.64935 -3.73588 -0.004 0.026 -0.083
N -4.48643 2.27781 -3.92344 0.070 0.026 0.141
N -5.01970 2.25925 -5.16368 0.400 0.101 -0.170
N -6.22370 1.85841 -5.10929 -0.332 -0.107 0.129
C -6.52870 1.58241 -3.79022 0.563 0.215 -0.157
C -7.69597 1.12110 -3.20657 -0.472 -0.142 -0.092
C -7.68091 0.94245 -1.85139 -0.133 -0.096 0.422
C -6.53032 1.20940 -1.07363 -0.622 -0.248 0.343
C -5.37402 1.66017 -1.62840 0.557 0.219 -0.080
C -5.40275 1.84751 -3.00821 0.037 0.079 -0.514
H -1.15955 2.53730 -0.14630 0.068 -0.020 0.057
H -2.55368 3.28421 -0.91182 -0.034 -0.008 0.018
H -0.92904 3.52764 -1.59230 -0.072 0.013 0.035
H -1.11363 -1.39704 -2.85262 0.002 0.003 -0.031
H -2.60993 0.07089 -4.65643 -0.014 -0.009 -0.013
H -2.72129 2.89044 -4.72623 -0.024 0.015 0.018
H -3.02872 3.52776 -3.09801 0.006 -0.027 0.024
H -8.57219 0.91427 -3.80584 -0.014 -0.003 0.008
H -8.57614 0.58563 -1.35850 0.035 -0.006 0.052
H -6.55241 1.05560 -0.00326 -0.060 -0.020 0.022
H -4.50572 1.85185 -1.01240 0.015 -0.002 -0.015
C -0.77906 -1.87588 -0.26694 0.378 0.740 -0.033
H -1.83392 -1.88668 -0.58176 0.030 -0.045 -0.088
H -0.42295 -2.88174 -0.05562 0.104 -0.100 0.158
O -1.16670 0.65325 1.15125 -0.753 0.403 0.427
N -1.00267 0.98154 2.38191 0.082 0.155 -0.173
C -2.04703 1.54665 2.94481 0.135 -0.095 -0.153
C -3.28645 1.72896 2.25146 -0.041 0.034 -0.078
N -4.28006 1.87394 1.68838 0.021 0.002 -0.048
C -1.94195 1.95241 4.30930 0.015 0.020 0.053
N -1.89334 2.29475 5.40678 -0.003 -0.018 -0.020
```
Forces are in eV/Å.

ΔE to the lowest compared entry with this formula, charge and spin   10.5 kcal per mole
HOMO (spin up / spin down)   -4.580 / -4.532 eV
Charge   -1
Expectation value of S²   0.822
2S+1   2
E_tot   -4497.98008 Eh
Frontier orbital gap (spin up / spin down)   0.248 / 0.246 hartree
F_max   1.399 eV Å⁻¹
LUMO level (spin up / spin down)   2.2 / 2.2 eV

Here are the Mulliken charges for atoms 1 to 4, given in e: Tc -0.0500; C -1.6014; Si 0.1748; C -1.1608

No. 2
A single C6H8N4O molecule in a non-equilibrium geometry. Source: the OMol25 dataset; level of theory: ωB97M-V with the def2-TZVPD basis set.

Structure (XYZ):
```
19
Properties=species:S:1:pos:R:3:forces:R:3
C 1.18809 -1.59846 1.10157 -4.670 -4.142 7.861
C 1.89452 -1.18446 0.10735 6.044 4.814 -8.963
C 0.05876 -1.04798 1.73741 -0.055 0.892 -1.158
C -0.60190 0.26068 1.26418 -0.127 -0.107 -1.051
C -1.78452 0.00605 0.29457 1.373 -0.363 0.311
C -1.51970 1.24803 -1.81333 -0.531 0.039 1.951
N 2.21675 0.76472 -1.21590 1.315 -0.199 -0.779
N 2.67606 1.50007 -1.91654 1.055 1.863 -1.801
N 1.66882 0.05819 -0.46180 -2.908 -2.847 3.633
N -2.17393 0.38432 -0.83894 -1.093 -0.227 -0.127
O -0.46438 -1.68364 2.66825 -0.561 -0.575 0.959
H 1.52174 -2.56341 1.60434 -0.482 1.347 -0.725
H 2.79704 -1.59915 -0.32143 -0.056 -0.703 0.479
H -1.13509 0.68630 2.08977 -0.011 0.235 0.871
H 0.11075 0.96245 0.89867 0.465 0.590 -0.161
H -2.30494 -0.75616 0.84994 -1.314 -0.365 -0.368
H -1.66297 2.29375 -1.64051 -0.263 0.896 0.900
H -0.48737 1.08191 -1.63376 1.324 -0.126 -1.201
H -1.99773 1.18681 -2.77386 0.494 -1.024 -0.631
```
Forces are in eV/Å.

ΔE to the lowest compared entry with this formula, charge and spin   28.5 kcal per mole
HOMO (spin up / spin down)   -6.476 / -8.830 eV
Expectation value of S²   2.027
2S+1   3
E_tot   -527.40900 Eh
Frontier orbital gap (spin up / spin down)   0.255 / 0.191 hartree
F_max   11.834 eV Å⁻¹
LUMO level (spin up / spin down)   0.5 / -3.6 eV

Here are the Mulliken charges for atoms 1 to 4, given in e: C -0.3891; C -0.1730; C 0.4725; C -0.7277

No. 3
A gas-phase ion, C18H28F4N5O6 (charge +1) in a non-equilibrium geometry. Source: the OMol25 dataset; level of theory: ωB97M-V with the def2-TZVPD basis set.

Structure (XYZ):
```
61
Properties=species:S:1:pos:R:3:forces:R:3
C 0.48316 1.35131 4.42908 0.058 0.380 -1.288
C 1.19582 1.56861 3.06044 -1.507 -0.177 1.702
O 2.36599 1.46991 3.04491 1.807 -0.118 -0.728
N 0.40316 1.84883 1.84447 -0.503 -0.336 -0.284
C 0.93733 3.04592 1.17422 -1.525 2.177 -0.214
C 0.01512 4.29653 1.09040 0.185 -1.299 0.500
O 2.02353 3.13706 0.73356 1.599 -0.831 -0.461
C 0.44613 0.67843 0.94767 2.336 0.783 1.884
N -0.61981 -0.27167 1.32517 0.254 -1.039 -1.043
C -0.56258 -1.35476 0.47537 -0.798 1.096 -0.861
N -0.30540 -2.59242 0.83681 0.456 0.066 0.273
C -0.03220 -2.94727 2.23704 -0.351 -0.698 1.668
N -1.27090 -3.48441 2.80769 0.417 0.319 -0.321
C -0.29631 -3.65593 -0.18157 -0.597 -1.922 -0.431
F 0.62005 -3.43027 -1.11712 -0.188 0.688 0.034
F 0.05870 -4.82370 0.37342 0.104 0.580 0.719
C -1.75201 -3.92388 -0.80000 0.727 0.514 -0.565
F -2.12016 -5.17752 -0.57289 -0.140 0.215 0.323
F -1.63153 -3.77384 -2.14332 -0.267 0.316 0.238
N -0.76613 -1.03397 -0.87158 0.727 -0.047 2.362
C -0.51179 0.38231 -1.18583 -0.174 1.774 -3.750
C 0.12598 0.36746 -2.64662 -0.687 0.403 0.213
C 1.02322 1.60219 -2.92063 0.516 0.060 -0.714
C 2.56992 1.42482 -2.69716 -0.489 -0.081 0.692
C 3.04342 0.11383 -2.01977 0.941 1.065 -0.331
O 3.48116 -0.80638 -3.06156 -0.985 -0.408 0.406
C 2.92547 -2.04577 -2.91592 -1.053 0.648 -0.845
O 3.45366 -2.94652 -2.38860 1.278 -1.437 1.042
C -1.76455 1.32633 -1.29290 -2.103 -1.440 2.552
C -2.96597 0.78121 -0.37363 -0.925 0.791 1.502
C -4.15568 1.87840 -0.13315 1.944 0.276 -1.371
O -3.04002 1.37814 0.88844 1.840 -0.708 -2.650
O 0.47363 1.02050 -0.39292 -1.138 -1.449 0.830
H -0.56907 1.66845 4.37604 0.389 -0.287 0.327
H 1.07668 1.92428 5.16092 -0.464 -0.221 -0.238
H 0.62516 0.28246 4.67188 -0.332 0.417 0.013
H -1.02551 3.96352 1.23204 0.310 0.588 -0.020
H 0.20145 4.80107 0.13116 -0.168 -0.287 0.339
H 0.36569 4.97611 1.89129 -0.468 -0.287 -0.275
H 1.42455 0.18125 1.17409 -0.487 0.050 -0.355
H -0.68542 -0.47012 2.31656 0.335 0.152 -0.041
H 0.37463 -2.09812 2.82803 -0.146 -0.039 -0.919
H 0.74015 -3.73062 2.34010 -0.374 0.378 -0.663
H -1.99813 -2.77236 2.84149 0.110 -0.188 0.276
H -1.09613 -3.85363 3.74015 -0.215 0.038 -0.226
H -2.48772 -3.19899 -0.39823 0.047 -0.501 -0.145
H -1.65652 -1.38751 -1.20938 0.353 -0.089 -0.481
H -0.70853 0.41815 -3.37556 0.346 -0.237 0.490
H 0.60137 -0.61072 -2.81505 0.154 0.566 0.123
H 0.71061 2.50994 -2.36788 -0.160 -0.690 -0.123
H 0.87713 1.86799 -3.98722 0.046 -0.172 0.556
H 3.07298 1.49381 -3.67470 -0.014 -0.043 0.528
H 2.91454 2.26086 -2.05682 -0.100 -0.400 -0.433
H 2.32842 -0.34285 -1.31297 0.123 0.079 -0.521
H 3.95344 0.35193 -1.43502 -0.466 -0.238 -0.215
H 1.90842 -2.24378 -3.33831 0.329 0.832 -0.144
H -2.19735 1.43175 -2.29638 0.622 0.028 0.210
H -1.57575 2.28245 -0.77624 0.266 -0.240 -0.765
H -3.28339 -0.28118 -0.50261 -0.040 0.881 0.365
H -4.18209 2.79909 0.48263 -2.176 -0.646 0.163
H -3.70548 2.45326 -1.02244 0.424 0.394 1.092
```
Forces are in eV/Å.

SMILES   CC(=O)N(C(C)=O)[C@H]1NC(N(CN)C(F)(F)C(F)F)=[NH+][C@@](CCCCOC=O)(C[C@@H]2CO2)O1
HOMO   -11.873 eV
Charge   +1
E_tot   -1826.82806 Eh
Frontier orbital gap   0.281 hartree
F_max   4.152 eV Å⁻¹
LUMO level   -4.2 eV

Here are the Mulliken charges for atoms 1 to 4, given in e: C -1.2519; C 0.7341; O -0.4075; N 0.2234

No. 4
A single C4H5NO2 molecule in a non-equilibrium geometry. Source: the OMol25 dataset; level of theory: ωB97M-V with the def2-TZVPD basis set.

Structure (XYZ):
```
12
Properties=species:S:1:pos:R:3:forces:R:3
N -2.20633 -0.37003 -0.49529 0.326 -0.186 0.525
C -0.90498 -0.10927 -0.18530 -0.065 0.292 0.438
C 0.22370 -0.96502 -0.04695 0.206 0.478 0.771
C 1.28497 0.06195 -0.00795 0.344 0.890 -0.622
O 2.58189 -0.29382 0.05219 0.051 -0.035 0.017
C 0.75556 1.29913 0.10487 0.440 0.188 -0.266
O -0.62286 1.18417 -0.05976 -0.202 -0.112 -0.157
H -2.89473 0.22331 -0.05157 0.075 0.078 -0.245
H -2.46574 -1.34376 -0.53184 0.209 0.018 0.041
H 0.51535 -0.73676 1.08218 -1.425 -1.872 -0.414
H 2.61132 -1.21818 -0.24381 0.011 0.200 0.133
H 1.12187 2.26830 0.38322 0.032 0.061 -0.222
```
Forces are in eV/Å.

ΔE to the lowest compared entry with this formula, charge and spin   88.0 kcal per mole
SMILES   Nc1cc(O)co1
HOMO   -8.012 eV
E_tot   -360.52912 Eh
Frontier orbital gap   0.322 hartree
F_max   2.389 eV Å⁻¹
LUMO level   0.8 eV

Here are the Mulliken charges for atoms 1 to 4, given in e: N -0.4606; C 0.7290; C -1.1379; C 0.7493